# 1
{
  "formula": "C4H7N3S",
  "method": "wB97M-V/def2-TZVPD",
  "lumo_ev": 0.72,
  "e_tot_ev": -19562.095,
  "relative_energy_kcal_mol": 131.0,
  "homo_ha": -0.285,
  "smiles": "N[C@]12C[C@@H]1NNC2=S",
  "elements": ["N", "S", "N", "H", "H", "C", "C", "N", "H", "H", "H", "H", "C", "C", "H"],
  "positions_angstrom": [[0.3672, 1.5366, -0.1450], [-2.8736, -0.4142, -0.2506], [-0.9352, 1.3119, 0.2690], [-1.5556, 2.0961, 0.4470], [1.0634, 1.4655, 0.6393], [1.1131, -0.9509, -0.9767], [-1.3566, 0.0205, 0.0131], [0.4681, -0.7931, 1.3445], [0.1803, -0.0064, 1.9018], [-0.2394, 0.4028, -1.7882], [1.0106, -1.4979, -1.9216], [2.0601, -1.1180, -0.4377], [0.4689, 0.3599, -0.9668], [-0.0453, -0.7996, 0.0103], [0.2740, -1.6133, 1.8616]],
  "mulliken_charge": [-0.53, -0.36, -0.01, 0.26, 0.31, -0.75, -0.11, -0.64, 0.23, 0.34, 0.23, 0.30, -0.08, 0.61, 0.21]
}



# 2
{
  "formula": "C30H64BBrN9O8P",
  "method": "wB97M-V/def2-TZVPD",
  "lumo_ev": 0.48,
  "e_tot_ev": -141948.414,
  "homo_ha": -0.320,
  "smiles": "CCCCO[C@@](C#N)(C[C@@H](C)Br)[C@](C#N)([PH2]=N)B(C)O.CNC(C)=O.CNC(C)=O.CNC(C)=O.CNC(C)=O.CNC(C)=O.CNC(C)=O",
  "elements": ["H", "H", "N", "H", "H", "H", "H", "Br", "H", "N", "N", "H", "H", "C", "C", "H", "H", "N", "C", "H", "H", "H", "C", "H", "C", "C", "C", "H", "C", "H", "H", "C", "C", "C", "C", "H", "O", "N", "C", "H", "H", "C", "C", "H", "C", "H", "H", "H", "O", "H", "H", "C", "H", "H", "N", "C", "B", "H", "C", "C", "H", "H", "H", "H", "H", "H", "H", "H", "O", "C", "H", "H", "H", "H", "O", "H", "C", "N", "H", "H", "C", "H", "H", "O", "H", "H", "C", "O", "H", "C", "C", "C", "C", "H", "N", "H", "H", "H", "C", "P", "N", "H", "H", "H", "C", "H", "O", "H", "H", "H", "H", "H", "O", "H"],
  "positions_angstrom": [[0.2303, -7.9054, -0.6893], [5.7577, 5.9832, -4.8771], [-0.9345, -6.3199, 0.0251], [5.9617, -0.3076, 3.3488], [6.2369, 4.9368, -6.2283], [5.9751, 3.2875, 2.4972], [0.6426, -0.7518, 1.4507], [-6.5652, -3.1553, 2.6820], [8.2021, 2.1518, 2.5608], [-2.5511, 1.2490, 0.2728], [-3.3912, -2.7796, -1.3397], [1.3508, -2.4534, 3.3458], [7.5915, 1.2223, 3.9322], [-3.2017, 0.4270, 0.7437], [4.9520, 3.8601, -3.4818], [4.6594, 9.9819, -3.2899], [5.6214, 0.4931, 4.8975], [5.9368, 3.9467, -4.4101], [-3.7544, -3.1709, 1.9947], [-5.3271, -3.6937, 0.5695], [-0.7889, -1.4265, -0.1186], [-0.1304, -6.6539, -1.8820], [-0.4735, -6.2685, 1.3030], [-11.5001, -4.1426, 2.1098], [0.4283, -1.8156, 1.5378], [-6.2120, 0.9373, 0.6725], [-5.0227, -5.3465, 1.8679], [6.0181, 11.0697, -3.6131], [5.3894, 10.2843, -4.0333], [-3.4448, 1.7415, 3.9078], [0.3068, -0.9980, 4.8978], [-3.2784, -1.9698, 1.1445], [5.2561, 0.3301, 3.8826], [0.5958, -7.2583, 1.6983], [-0.5324, -7.2193, -1.0401], [-5.7661, -1.5308, -1.0149], [6.0229, 7.9811, -3.9006], [-10.8624, -2.3648, 0.0917], [5.0682, 1.6439, 3.1602], [-1.6389, -5.6285, -0.1819], [5.4513, -1.0774, -3.3128], [0.0487, -0.8597, 3.8477], [-3.3283, -2.3714, -0.2698], [1.4885, -7.1279, 1.0860], [-0.8697, -2.0634, 0.7631], [0.6402, -0.0217, 3.4824], [-1.3871, -7.7997, -1.3905], [-9.2054, -1.7683, 1.2358], [-0.9119, -5.4452, 2.0910], [-5.8690, -5.8255, 1.3801], [3.7617, -2.2043, -1.8525], [-11.8259, -4.3824, 1.0972], [-3.2030, -0.7721, 3.8179], [-0.9974, -0.5734, 3.7662], [6.1679, 2.4299, 2.9897], [4.1748, 5.1171, -3.1788], [-5.4778, -0.4367, 0.5854], [4.8339, 5.9034, -2.8110], [-5.0701, -3.8385, 1.6092], [4.5044, -0.6058, -3.0379], [3.6686, 5.4817, -4.0729], [-0.8846, -3.1204, 0.4896], [7.3988, 5.3441, -4.9481], [3.4024, 1.4258, -1.2421], [7.4559, 10.3304, -7.1090], [-5.5834, 1.7613, 0.9968], [-12.7916, -4.8749, 1.1440], [7.8668, 2.9583, 4.1010], [-13.0410, -2.8023, -0.2259], [-4.0470, -0.6077, 1.3259], [-5.0451, -5.5683, 2.9300], [3.4323, 4.8851, -2.4216], [6.4190, 3.0773, -4.5728], [0.2364, -8.2819, 1.5877], [3.2303, -1.2819, 0.2776], [4.6720, 0.4553, -2.8825], [7.5283, 2.1757, 3.4194], [7.1946, 9.2495, -5.3308], [4.8655, 10.6789, -4.9043], [1.2306, -2.3426, 1.0344], [3.6916, -0.6240, -0.6464], [4.2950, -0.1718, 3.9263], [-11.1022, -5.0620, 0.6459], [3.9828, 1.9932, 2.7345], [0.8532, -7.0843, 2.7378], [3.6927, 1.1647, 0.4856], [-11.9744, -3.1264, 0.2679], [-1.9628, -1.7010, 1.5962], [-2.9891, -3.9281, 1.8431], [3.9729, 0.8514, -0.5161], [6.3511, 5.1214, -5.1571], [7.5650, 10.4650, -6.0320], [-9.5214, -2.5963, 0.6001], [3.8062, -0.7269, -3.8690], [-4.2299, 1.4454, 3.3419], [-4.1157, -5.7489, 1.4178], [-11.0242, -1.5423, -0.4673], [-6.7083, 1.1506, -0.2722], [0.3575, -2.1218, 3.0404], [-4.2244, -0.1031, 3.1275], [3.9685, -1.2188, -1.8376], [7.7124, 8.4089, -5.5326], [-6.9900, 0.8269, 1.4367], [8.6030, 10.7245, -5.8194], [6.2165, 9.0771, -4.4057], [5.0324, 1.0562, -0.6696], [4.7143, 2.7991, -2.9187], [-0.3494, -2.9160, 3.2704], [-5.4304, -0.7007, 3.5008], [-8.8152, -2.6810, -0.2271], [6.9332, 11.2894, -5.7220], [-3.7104, -2.9211, 3.0507], [-6.0770, -1.4758, -0.1004], [-9.4860, -3.5105, 1.1813]],
  "mulliken_charge": [0.42, 0.12, -0.05, 0.35, 0.28, 0.23, 0.36, -0.20, 0.28, -0.67, -0.69, 0.44, 0.31, -0.54, 0.63, 0.29, 0.42, -0.13, -1.42, 0.55, 0.19, 0.30, 1.01, 0.33, -0.85, -0.91, -1.36, 0.39, -1.39, 0.27, 0.41, 2.05, -1.26, -1.65, -1.03, 0.31, -0.61, -0.10, 0.84, 0.12, 0.29, -1.04, -0.59, 0.39, -0.21, 0.35, 0.30, 0.26, -0.60, 0.42, 0.24, -1.17, 0.00, -0.02, -0.16, -1.17, 0.35, 0.31, 0.11, -0.62, 0.35, -0.06, 0.28, 0.34, 0.29, 0.37, 0.30, 0.28, -0.65, 0.52, 0.40, 0.27, 0.23, 0.41, -0.67, 0.15, -0.83, -0.15, 0.38, 0.47, 0.69, 0.18, 0.33, -0.65, 0.32, 0.13, 0.72, 0.32, -0.07, -1.00, -0.64, -0.89, -0.75, 0.27, -0.83, 0.27, 0.21, 0.30, -0.34, 0.57, -0.14, 0.21, 0.31, 0.29, 0.83, 0.38, -0.58, 0.16, 0.02, 0.24, 0.33, 0.83, -0.50, 0.28]
}



# 3
{
  "formula": "H52O26",
  "method": "wB97M-V/def2-TZVPD",
  "lumo_ev": -1.10,
  "e_tot_ev": -54082.016,
  "relative_energy_kcal_mol": 53.1,
  "homo_ha": -0.381,
  "elements": ["O", "O", "H", "O", "H", "H", "H", "H", "H", "O", "O", "O", "O", "O", "H", "H", "H", "H", "H", "H", "H", "H", "O", "H", "O", "H", "H", "H", "O", "H", "H", "H", "H", "H", "H", "H", "H", "O", "O", "O", "H", "H", "O", "H", "O", "H", "O", "H", "H", "H", "H", "H", "O", "H", "H", "O", "O", "H", "H", "H", "O", "H", "H", "H", "H", "O", "H", "H", "O", "O", "O", "H", "H", "H", "H", "H", "H", "O"],
  "positions_angstrom": [[-1.0263, 2.1733, 5.2643], [-4.4120, 2.4773, 0.2084], [-3.6602, 2.7304, -0.3272], [-3.6717, -0.3432, -0.3817], [0.6578, 2.3128, -4.2983], [1.9405, -2.4513, 2.0957], [-1.0020, 3.0779, 5.5762], [2.6589, -2.8553, -2.3841], [3.9288, 0.4139, -0.3977], [-0.7325, -6.3458, -0.5014], [3.2217, 0.8067, 2.6472], [-2.2202, 2.8498, -1.3841], [-0.4734, 5.6829, -0.0209], [0.0901, 3.0496, -4.5244], [3.7804, 1.5759, 2.5356], [-1.0571, -1.5383, -5.1019], [-3.0122, 0.5054, -2.7864], [-0.9030, 6.2061, 0.6557], [-0.2484, 4.8621, 0.4172], [0.1122, -0.7307, -0.6944], [3.7061, -1.5638, 4.8607], [0.4558, -3.1562, -4.3194], [1.9910, -2.5721, 1.1475], [-4.2733, 2.9244, 1.0433], [1.0217, 0.1160, -4.5969], [-1.7935, -2.2262, -2.2529], [2.2961, -4.0426, 0.6621], [2.9935, -0.6997, 3.8422], [1.6932, 1.3469, 4.8558], [1.7744, -5.4536, 0.4925], [-2.1533, 0.6587, -4.0236], [-1.9923, 1.2971, 4.3514], [-2.6494, 4.3415, 2.1347], [-0.0630, 3.4985, -3.6930], [-0.8135, -5.3946, -0.4305], [2.5718, -4.9744, -1.5920], [0.1225, -3.5005, 0.4994], [3.2479, 0.0222, -0.9446], [-0.5736, -3.6956, -0.1279], [1.5374, 4.0815, 2.3403], [0.1467, 0.2011, 0.4982], [1.5019, -1.8334, 0.7851], [-1.0451, 1.8046, 1.2223], [-1.5116, 2.0751, 0.4314], [-1.7586, 4.1754, 2.4432], [-3.5946, 0.6109, -0.3762], [-1.4904, -1.5924, -1.6028], [-1.9647, 3.6455, -1.8507], [1.5904, -0.2954, -3.9460], [2.4950, -0.0703, -0.3610], [-1.2994, 2.4489, 1.8830], [-0.8611, -2.8382, -0.4418], [2.4785, -1.9597, -2.6698], [-2.5639, -1.6833, -5.1212], [1.9238, 0.8635, 5.6491], [2.8706, -1.4646, 4.4043], [2.4863, -4.8725, 0.2246], [0.5122, -2.6340, -2.8996], [-1.2544, -6.6859, 0.2254], [2.5363, 1.0935, 3.2508], [0.5546, -0.5883, 0.1424], [-2.3150, 2.1892, -2.0702], [-4.1520, -0.5498, 0.4200], [-2.0495, 0.5516, 3.0350], [1.2787, 3.1729, 2.1861], [2.7281, -4.9060, -2.5338], [-2.2835, -1.3303, -1.1353], [1.6193, 0.4183, -5.2808], [-2.5752, 0.7706, 3.8044], [-2.5696, 1.1621, -3.3240], [-0.1011, -2.8681, -3.5962], [3.3391, -5.6167, -2.7280], [1.1156, 4.3141, 3.1675], [1.9303, 2.2537, 5.0498], [-1.4287, 5.0368, 2.6990], [-0.1765, 2.0414, 4.8440], [2.6742, -1.4196, -1.9042], [-1.8576, -1.0877, -5.3711]],
  "mulliken_charge": [-0.69, -0.65, 0.36, -0.62, 0.33, 0.26, 0.31, 0.29, 0.30, -0.63, -0.65, -0.60, -0.59, -0.61, 0.29, 0.35, 0.24, 0.27, 0.36, 0.10, 0.31, 0.29, -0.68, 0.30, -0.61, 0.27, 0.45, 0.35, -0.63, 0.30, 0.35, 0.46, 0.22, 0.29, 0.39, 0.44, 0.36, -0.70, -0.60, -0.59, 0.20, 0.21, 0.04, 0.06, -0.52, 0.28, -0.50, 0.25, 0.35, 0.33, 0.18, 0.38, -0.60, 0.29, 0.26, -0.62, -0.76, 0.31, 0.30, 0.36, -0.36, 0.39, 0.25, 0.23, 0.25, -0.64, 0.26, 0.27, -0.69, -0.75, -0.62, 0.29, 0.29, 0.36, 0.23, 0.32, 0.37, -0.63]
}



# 4
{
  "formula": "Br2H2O2P",
  "method": "wB97M-V/def2-TZVPD",
  "charge": 1,
  "lumo_ev": -6.51,
  "e_tot_ev": -153493.736,
  "relative_energy_kcal_mol": 42.1,
  "homo_ha": -0.517,
  "elements": ["O", "P", "H", "Br", "H", "O", "Br"],
  "positions_angstrom": [[-0.0664, 0.5596, -0.6183], [0.4457, -0.8276, -0.8692], [-0.1055, 1.2225, -1.3180], [5.3991, -0.4238, 0.4926], [0.4392, -1.1791, 1.4102], [0.5163, -1.5010, 0.5028], [3.2403, 0.0455, -0.0567]],
  "mulliken_charge": [-0.29, 0.64, 0.41, 0.00, 0.41, -0.28, 0.11]
}